Molecular formula: C28H88N4O23Sn
Method: DFT, ωB97M-V with the def2-TZVPD basis set

Each line ends with the Mulliken charge.
Geometry (Å):
Sn (4.742, -4.376, 23.420)  -0.04
C (1.510, -7.127, 22.337)  -1.11
C (2.845, -6.396, 22.588)  0.45
O (3.883, -6.719, 22.034)  -0.64
O (2.862, -5.358, 23.336)  0.13
H (1.052, -6.716, 21.372)  0.30
H (0.853, -6.777, 23.172)  0.20
H (1.567, -8.207, 22.234)  0.35
C (5.365, -2.939, 27.420)  0.06
C (5.208, -3.007, 25.946)  0.16
O (6.012, -2.393, 25.241)  -0.62
O (4.293, -3.738, 25.455)  0.76
H (5.719, -1.976, 27.727)  0.58
H (6.166, -3.633, 27.658)  -0.72
H (4.420, -3.295, 27.972)  -0.06
O (4.567, -8.626, 20.391)  -0.74
H (3.996, -9.349, 20.672)  0.31
H (4.509, -8.046, 21.177)  0.40
O (1.031, -5.582, 25.692)  -0.76
H (1.363, -5.052, 24.952)  0.03
H (1.552, -6.383, 25.541)  0.32
O (2.014, -2.527, 26.104)  -0.24
H (2.758, -2.802, 25.490)  -0.06
H (2.059, -3.232, 26.719)  0.20
O (1.099, -4.691, 28.194)  -0.51
H (0.976, -4.943, 27.289)  0.32
H (0.268, -4.416, 28.619)  0.28
O (3.816, -6.738, 18.548)  -0.64
H (3.933, -7.120, 17.669)  0.28
H (4.059, -7.460, 19.155)  0.44
O (4.576, -1.428, 20.872)  -0.54
H (5.517, -1.434, 21.073)  0.23
H (4.507, -1.829, 19.999)  0.20
O (3.953, -5.211, 29.705)  -0.50
H (4.239, -4.958, 30.606)  0.26
H (3.043, -4.958, 29.572)  0.23
O (3.380, -6.778, 26.313)  -0.64
H (3.213, -5.852, 26.595)  0.14
H (4.200, -7.036, 26.864)  0.16
O (5.229, -4.373, 19.175)  -0.54
H (4.586, -5.040, 18.919)  0.36
H (5.952, -4.968, 19.336)  0.24
O (6.648, -1.352, 22.638)  -0.58
H (6.391, -1.644, 23.518)  0.33
H (7.296, -0.628, 22.820)  0.31
O (3.218, -2.670, 22.908)  0.88
H (3.628, -2.035, 22.290)  -0.20
H (2.239, -2.534, 22.861)  -0.07
C (1.717, 1.557, 23.883)  -0.26
O (2.730, 2.359, 24.529)  -0.40
C (3.861, 1.570, 24.914)  -0.71
C (4.837, 1.407, 23.751)  -0.09
N (5.159, 2.545, 22.946)  -0.28
C (5.558, 3.698, 23.778)  -0.12
C (5.559, 5.053, 23.059)  -0.83
O (4.259, 5.493, 22.702)  -0.39
C (3.482, 5.952, 23.810)  -0.56
H (0.981, 2.273, 23.553)  0.38
H (1.303, 0.838, 24.558)  0.08
H (2.149, 1.055, 23.025)  0.05
H (3.509, 0.639, 25.376)  0.17
H (4.425, 2.047, 25.719)  0.55
H (4.395, 0.726, 23.073)  0.03
H (5.759, 1.027, 24.201)  0.17
H (4.482, 2.807, 22.277)  0.34
H (6.552, 3.529, 24.255)  0.21
H (4.785, 3.881, 24.532)  0.17
H (6.086, 4.994, 22.075)  0.32
H (5.928, 5.813, 23.729)  0.47
H (2.921, 5.132, 24.317)  0.14
H (2.824, 6.717, 23.400)  0.24
H (4.200, 6.388, 24.513)  0.33
C (8.843, -3.411, 28.187)  -1.02
O (8.114, -4.617, 27.929)  -0.10
C (7.620, -5.346, 29.039)  -0.59
C (7.099, -6.747, 28.632)  -0.68
N (6.397, -6.869, 27.347)  0.42
C (7.413, -7.240, 26.381)  0.21
C (6.977, -6.908, 24.924)  -1.20
O (6.814, -5.468, 24.778)  0.66
C (7.934, -4.709, 24.306)  -0.48
H (9.146, -2.975, 27.283)  0.27
H (9.748, -3.654, 28.705)  0.37
H (8.302, -2.670, 28.821)  0.34
H (6.823, -4.763, 29.621)  0.16
H (8.456, -5.457, 29.760)  0.53
H (6.389, -7.037, 29.395)  0.58
H (7.890, -7.466, 28.699)  0.08
H (6.006, -5.980, 27.011)  -0.25
H (7.424, -8.343, 26.303)  -0.21
H (8.455, -6.891, 26.635)  0.29
H (6.072, -7.401, 24.584)  0.07
H (7.865, -7.142, 24.335)  0.49
H (8.576, -5.210, 23.531)  0.34
H (8.593, -4.331, 25.106)  0.02
H (7.541, -3.808, 23.912)  0.04
C (2.975, -10.054, 25.445)  -0.31
O (3.997, -10.920, 26.025)  -0.35
C (3.897, -11.153, 27.414)  -0.44
C (4.986, -12.193, 27.725)  -0.78
N (6.255, -11.835, 27.109)  -0.36
C (6.948, -10.823, 27.884)  -0.19
C (8.464, -10.904, 27.804)  -0.83
O (9.047, -9.957, 28.691)  -0.25
C (10.451, -10.107, 28.666)  -0.83
H (3.148, -10.212, 24.370)  0.22
H (3.031, -9.009, 25.685)  -0.06
H (1.976, -10.421, 25.732)  0.38
H (2.910, -11.573, 27.593)  0.47
H (4.004, -10.258, 27.993)  0.28
H (4.761, -13.186, 27.285)  0.33
H (5.118, -12.382, 28.820)  0.36
H (6.088, -11.503, 26.183)  0.34
H (6.582, -10.959, 28.922)  0.31
H (6.589, -9.815, 27.609)  -0.01
H (8.772, -10.785, 26.761)  0.33
H (8.860, -11.900, 28.030)  0.53
H (10.704, -11.133, 28.935)  0.34
H (10.955, -9.525, 29.425)  0.28
H (10.897, -9.839, 27.676)  0.30
C (1.186, -0.357, 20.866)  -0.83
O (0.865, -1.046, 22.085)  0.09
C (-0.537, -1.403, 22.251)  -0.87
C (-0.713, -2.075, 23.579)  -0.36
N (-0.387, -1.168, 24.739)  -0.17
C (-0.987, -1.680, 25.973)  -0.43
C (-0.684, -0.750, 27.175)  -0.23
O (-1.532, -1.035, 28.229)  -0.37
C (-1.049, -0.568, 29.495)  -0.65
H (0.518, 0.464, 20.637)  0.33
H (1.119, -1.070, 20.004)  0.28
H (2.240, 0.012, 20.971)  0.12
H (-0.859, -2.107, 21.507)  0.42
H (-1.134, -0.483, 22.059)  0.39
H (-0.186, -2.996, 23.538)  -0.06
H (-1.755, -2.393, 23.657)  0.54
H (0.638, -1.330, 24.928)  -0.07
H (-0.627, -2.698, 26.242)  0.03
H (-2.114, -1.696, 25.928)  0.52
H (-0.770, 0.315, 26.829)  0.25
H (0.348, -0.898, 27.502)  0.17
H (-0.892, 0.532, 29.517)  0.29
H (-0.098, -1.117, 29.799)  0.23
H (-1.799, -0.804, 30.250)  0.28

Computed properties:
Total charge: 0
HOMO (hartree): -0.3045
E_LUMO (eV): 0.392